64
Properties=species:S:1:pos:R:3 method="wB97M-V/def2-TZVPD" gap_ev=9.014 homo_ev=-8.55
H 2.8330 0.5703 -1.2311
N 4.2186 2.4100 -3.1787
H 2.0108 -4.5860 1.3335
H -1.3634 1.4922 -0.5837
H 0.4324 -3.7386 1.4779
C -5.5505 -1.8733 0.4939
H 0.4056 1.8574 -1.9560
C -0.6041 0.6484 -0.4798
O -0.3322 2.6861 3.4534
H 3.3047 -2.5162 1.3507
H -4.8307 -2.5801 -0.0333
C 0.7071 -2.2627 -1.1760
H 0.0489 -1.9129 -0.3380
H -2.1868 -0.9031 3.7177
H 0.9618 -1.9078 3.3871
H 1.0467 4.2836 -5.0474
H 1.9395 4.9626 -2.1961
C 1.8980 -1.3525 -1.6244
H 1.8781 -1.4219 1.0964
C 1.8491 0.2073 -1.6883
H 1.1992 1.8670 -0.3633
H 0.0617 -2.5140 -2.0748
O -2.4320 3.6918 3.7667
H -1.3481 -2.5154 1.8077
O -2.3084 1.8721 1.7914
H 2.7921 -1.6750 -0.9911
P -2.9788 -0.7832 0.8288
C 1.9833 -2.2963 3.1161
H -5.2145 0.1608 1.4851
C 2.0053 5.1027 -3.2789
C 1.4410 -3.6770 0.9497
H 2.1574 -3.3392 3.5284
C 1.2433 -3.6884 -0.6292
C 1.0177 4.1620 -3.9609
H -6.1012 -1.3339 -0.3315
H -4.7388 -1.3159 2.5033
C -1.9511 0.4678 1.8335
H 4.1146 5.5909 -3.2373
C 2.1971 -2.4117 1.5253
H 1.2306 3.1164 -3.7263
H 2.1930 -1.7356 -2.6594
H -6.2830 -2.5272 1.0541
C -1.6122 -0.0128 3.3352
H 2.7364 -1.5764 3.5409
C -4.7656 -0.8770 1.4629
H 1.7149 6.1358 -3.4873
C 0.7385 1.1485 -1.1247
H -2.0173 -3.0584 0.1869
H -0.1011 -0.6518 1.3523
H 0.3688 -4.3970 -0.8149
H 0.0003 4.3697 -3.6231
H -3.0360 -3.1777 1.6937
C 3.4484 4.8880 -3.7417
H -0.5104 -0.2068 3.4533
O -2.0234 1.0529 4.2536
H 2.1292 -4.0687 -1.2066
C -0.5159 0.3607 1.0843
H 1.9995 0.5023 -2.7826
C 3.8841 3.4942 -3.4248
H 3.5351 5.0524 -4.8183
H -1.0271 -0.1967 -1.0876
H 0.2046 1.1299 1.5162
C -2.2705 -2.5282 1.1571
S -1.8043 2.4172 3.2802